Record 1
{
  "formula": "C29H66N3O5",
  "method": "ωB97M-V with the def2-TZVPD basis set",
  "symbols": ["O", "O", "O", "O", "O", "N", "N", "N", "C", "C", "C", "C", "C", "C", "C", "C", "C", "C", "C", "C", "C", "C", "C", "C", "C", "C", "C", "C", "C", "C", "C", "C", "C", "C", "C", "C", "C", "H", "H", "H", "H", "H", "H", "H", "H", "H", "H", "H", "H", "H", "H", "H", "H", "H", "H", "H", "H", "H", "H", "H", "H", "H", "H", "H", "H", "H", "H", "H", "H", "H", "H", "H", "H", "H", "H", "H", "H", "H", "H", "H", "H", "H", "H", "H", "H", "H", "H", "H", "H", "H", "H", "H", "H", "H", "H", "H", "H", "H", "H", "H", "H", "H", "H"],
  "positions_angstrom": [[0.991, 0.939, 1.858], [10.162, 2.095, -2.883], [-0.113, 3.005, 6.070], [-10.008, -1.458, -6.039], [5.864, 1.753, 0.670], [-4.591, -5.130, -0.572], [-5.301, -3.324, -1.794], [-6.133, -5.479, -2.333], [-5.370, -4.723, -1.597], [-4.394, -3.890, 0.225], [5.747, 2.667, -0.406], [11.490, 1.627, -2.723], [-3.347, -3.844, 1.338], [-0.198, 4.401, 6.303], [1.122, 5.134, 6.141], [-9.555, -1.635, -3.630], [0.765, 2.280, 6.914], [-1.509, -1.730, 3.591], [5.023, 2.103, -1.618], [-4.086, -2.999, -0.955], [9.610, 1.988, -4.182], [-10.377, -0.086, -6.034], [-6.906, -4.897, -3.409], [12.505, 2.344, -3.597], [-6.355, -4.507, -4.582], [8.008, 0.778, -0.040], [0.131, 1.387, 2.907], [-3.238, -2.377, 1.826], [-2.942, -2.292, 3.344], [-1.233, 0.699, 2.828], [9.538, 0.562, -4.704], [6.572, 0.555, 0.399], [-9.081, -1.861, -5.058], [2.324, 1.407, 2.075], [0.414, 2.367, 8.389], [-9.213, 0.866, -6.247], [-1.499, -0.246, 4.021], [8.956, -0.063, -4.025], [-2.937, -3.296, 3.759], [-10.916, 0.159, -5.112], [-6.356, -3.440, -4.786], [-2.531, -1.816, 1.222], [-4.224, -1.943, 1.628], [-6.116, -3.017, -1.247], [-3.296, -3.415, -1.568], [-8.471, 0.791, -5.450], [-4.926, -5.964, -0.100], [0.696, 1.239, 6.592], [-2.427, 0.000, 4.531], [2.277, 2.289, 2.716], [-7.964, -4.776, -3.199], [12.304, 2.204, -4.659], [4.932, 2.867, -2.391], [-8.112, -1.375, -5.229], [5.553, 1.254, -2.051], [-8.925, -2.931, -5.215], [8.599, 2.392, -4.110], [11.739, 1.793, -1.675], [1.099, 1.755, 8.976], [-9.721, -0.579, -3.415], [1.801, 2.591, 6.742], [2.774, 1.731, 1.140], [8.509, -0.179, -0.192], [-1.267, 0.175, 1.875], [-4.073, -1.934, -0.770], [-1.989, 1.483, 2.820], [0.631, 1.197, 3.859], [13.508, 1.968, -3.394], [-6.159, -6.473, -2.110], [5.183, 3.515, -0.017], [6.029, -0.048, -0.338], [-0.950, -1.844, 2.664], [4.024, 1.762, -1.341], [-5.331, -3.676, 0.752], [-1.001, -2.368, 4.311], [9.067, 0.545, -5.688], [-11.090, 0.031, -6.849], [8.555, 1.341, 0.717], [-0.633, 4.596, 7.289], [0.474, 3.389, 8.765], [12.488, 3.417, -3.397], [8.072, 1.338, -0.974], [-0.604, 2.014, 8.560], [-0.910, 4.782, 5.570], [-3.704, -1.698, 3.841], [-3.679, -4.473, 2.162], [-0.702, -0.142, 4.755], [2.911, 0.614, 2.537], [-8.708, 0.645, -7.189], [6.563, -0.012, 1.330], [-9.569, 1.895, -6.273], [10.153, 2.631, -4.882], [-5.935, -5.191, -5.313], [10.527, 0.112, -4.801], [1.870, 4.793, 6.858], [-8.811, -2.007, -2.921], [0.017, 2.468, 2.781], [0.980, 6.204, 6.293], [6.733, 3.052, -0.689], [11.533, 0.544, -2.886], [-10.497, -2.157, -3.455], [1.528, 4.972, 5.141], [-2.367, -4.210, 1.029]],
  "atomic_forces_ev_per_a": [[0.029, -0.093, -0.049], [-0.160, 0.087, 0.189], [-0.147, -0.165, -0.205], [-0.086, -0.186, -0.122], [-0.168, 0.032, 0.207], [-1.224, -0.331, 0.090], [0.102, -0.975, 0.379], [-0.418, -2.224, -0.886], [0.477, 0.916, -0.281], [1.985, -0.001, 0.997], [0.049, 0.043, -0.131], [0.117, -0.061, -0.056], [0.290, -0.099, -0.333], [0.061, 0.146, 0.066], [0.085, -0.118, 0.008], [-0.078, 0.051, 0.001], [0.094, 0.034, 0.099], [-0.799, 0.063, 0.246], [0.010, -0.134, 0.023], [-2.148, -0.010, -0.325], [0.022, -0.050, -0.126], [0.014, 0.190, 0.046], [-0.131, 0.252, 0.162], [-0.079, 0.071, -0.083], [0.001, -0.089, 0.179], [-0.015, 0.140, -0.059], [0.278, 0.117, -0.573], [-1.158, -0.686, 0.444], [1.306, 0.061, -0.794], [0.193, 0.416, 0.729], [0.081, -0.060, 0.077], [0.107, -0.088, -0.081], [0.062, 0.066, 0.071], [-0.602, 0.127, 0.005], [-0.094, 0.078, 0.003], [0.117, -0.121, 0.032], [0.510, -0.721, -0.590], [-0.024, 0.016, -0.016], [-0.400, -0.089, 0.076], [0.042, 0.013, 0.029], [-1.730, -0.166, -1.254], [0.166, 0.014, 0.023], [0.037, 0.264, 0.095], [-0.141, 0.535, -0.612], [0.741, 0.473, 0.431], [-0.040, 0.067, 0.043], [0.450, -0.138, 0.010], [-0.065, 0.040, -0.097], [-0.101, 0.028, 0.036], [0.293, -0.015, 0.159], [0.211, 1.426, 0.808], [0.049, -0.072, 0.002], [-0.012, 0.018, 0.027], [0.010, 0.040, 0.084], [0.045, 0.050, -0.042], [-0.077, 0.015, -0.134], [0.032, 0.047, 0.120], [-0.129, 0.031, 0.018], [-0.001, -0.010, -0.019], [0.087, 0.006, 0.030], [0.006, 0.028, 0.052], [0.002, -0.279, -0.157], [-0.014, -0.005, 0.015], [-0.129, -0.062, -0.079], [0.362, 0.072, -0.023], [-0.109, -0.030, -0.152], [-0.177, 0.075, 0.179], [-0.010, -0.001, 0.022], [-0.111, 0.115, 0.052], [0.014, -0.053, 0.120], [0.033, 0.016, -0.049], [0.210, 0.033, -0.011], [-0.007, 0.033, -0.010], [-0.197, 0.432, -0.448], [-0.032, 0.127, 0.256], [-0.020, 0.016, 0.015], [0.000, -0.151, -0.013], [0.000, -0.030, 0.016], [0.053, 0.006, 0.029], [0.084, -0.012, 0.015], [0.017, -0.012, 0.028], [0.050, -0.082, -0.043], [0.015, -0.026, -0.004], [-0.032, -0.131, -0.029], [0.026, 0.029, 0.164], [-0.023, -0.055, 0.065], [0.018, 0.283, 0.088], [0.192, 0.128, 0.051], [-0.033, 0.028, -0.016], [-0.095, 0.099, 0.050], [-0.020, -0.013, -0.020], [0.030, -0.046, -0.031], [1.832, 0.184, 0.798], [0.005, 0.028, -0.071], [-0.024, 0.057, 0.051], [0.003, 0.002, -0.013], [0.000, 0.074, 0.250], [-0.021, -0.005, -0.022], [0.005, -0.038, -0.056], [0.026, 0.004, -0.058], [0.019, -0.023, -0.003], [-0.024, 0.030, -0.006], [-0.048, -0.114, -0.175]],
  "total_charge": 1,
  "e_homo_ev": -10.654,
  "lumo_ev": -3.85,
  "e_above_lowest_kj_mol": 281.9
}

---

Record 2
{
  "formula": "C7H11N3O3S",
  "method": "ωB97M-V with the def2-TZVPD basis set",
  "symbols": ["S", "O", "O", "O", "N", "N", "N", "C", "C", "C", "C", "C", "C", "C", "H", "H", "H", "H", "H", "H", "H", "H", "H", "H", "H"],
  "positions_angstrom": [[-1.686, 1.777, 1.494], [-1.024, 0.469, 2.229], [0.936, -1.064, 0.707], [3.764, -2.010, -0.892], [-1.353, 1.350, -0.011], [-1.049, 2.202, -0.986], [2.274, -0.422, -1.803], [-3.436, 1.215, 1.786], [-0.440, 2.026, -2.063], [0.376, 0.954, -2.648], [2.899, -1.143, -0.808], [1.348, 0.262, -2.167], [0.527, -2.424, 0.364], [2.310, -0.907, 0.601], [0.929, -2.939, 1.256], [2.934, -1.609, 1.315], [-0.503, 2.988, -2.661], [-0.535, -0.048, 1.506], [-0.585, -2.460, 0.391], [-3.934, 2.204, 1.788], [-3.548, 0.677, 2.718], [0.885, -2.679, -0.537], [0.545, 0.917, -3.796], [2.514, 0.131, 1.028], [-4.148, 0.533, 1.191]],
  "atomic_forces_ev_per_a": [[-1.114, -2.248, -0.209], [0.629, 0.356, -0.960], [-1.200, -0.348, -0.768], [-0.734, 1.605, -1.092], [0.848, -1.428, -1.887], [-1.576, 1.750, 4.433], [3.318, -2.511, -1.224], [-1.677, 0.599, -0.543], [1.486, 0.053, -3.381], [-2.243, 2.558, -3.326], [-0.551, -0.383, 1.844], [0.925, -1.227, 4.042], [-1.554, 2.060, 4.931], [1.898, 0.268, 2.284], [-0.228, -0.896, -0.952], [-1.378, 0.903, -1.223], [0.047, -1.437, 0.007], [-0.220, 0.595, 0.696], [0.819, 0.114, -0.110], [-0.125, -0.570, 0.442], [0.625, 0.637, 0.818], [1.413, -1.280, -3.156], [-1.424, 0.895, 0.877], [-0.094, -1.023, -1.014], [2.111, 0.960, -0.529]],
  "s2": 2.04,
  "total_charge": 0,
  "e_homo_ev": [-5.058, -8.609],
  "lumo_ev": [0.37, -2.46],
  "multiplicity": 3
}

---

Record 3
{
  "formula": "C5H32N2O10",
  "method": "ωB97M-V with the def2-TZVPD basis set",
  "symbols": ["O", "O", "O", "O", "O", "O", "O", "O", "O", "O", "N", "N", "C", "C", "C", "C", "C", "H", "H", "H", "H", "H", "H", "H", "H", "H", "H", "H", "H", "H", "H", "H", "H", "H", "H", "H", "H", "H", "H", "H", "H", "H", "H", "H", "H", "H", "H", "H", "H"],
  "positions_angstrom": [[-1.824, 2.215, 1.414], [-0.688, 0.958, -3.878], [2.351, -2.755, 1.766], [-2.307, 0.849, -0.840], [-0.447, 0.952, 3.737], [2.876, -0.871, -2.161], [-2.005, -3.446, -0.103], [2.160, 0.412, 2.505], [-1.698, -2.392, -3.572], [-1.628, -1.473, 3.272], [-0.456, 2.923, -2.002], [-0.101, -1.083, 0.904], [0.017, -2.430, 0.785], [0.677, 3.148, -1.077], [0.965, 0.904, -0.002], [0.354, -0.287, -0.127], [1.616, 1.872, -0.994], [-2.899, 0.099, -0.757], [0.492, -3.139, 0.122], [-1.201, 2.518, -1.331], [-1.118, 0.116, -3.756], [3.788, -1.157, -2.046], [2.511, -1.157, -3.000], [-1.577, 1.415, 1.928], [-2.784, 2.303, 1.437], [0.309, 3.459, -0.011], [2.893, 0.970, 2.792], [0.227, -0.735, -1.155], [1.832, 1.504, -2.026], [-2.734, -3.676, -0.695], [-1.655, -1.421, -3.510], [-0.544, 1.192, -4.798], [2.409, -0.452, 2.861], [-0.546, 1.513, 4.515], [-1.880, 1.015, 0.019], [-0.549, -0.637, 1.674], [-1.032, -2.901, -3.098], [3.083, -2.936, 2.394], [0.509, 0.894, 3.596], [-1.961, -2.178, 3.826], [1.155, 1.281, 0.974], [-2.192, -3.976, 0.683], [-1.510, -0.643, 3.745], [2.722, -2.091, 1.168], [-0.475, -2.936, 1.613], [-0.829, 3.794, -2.328], [2.472, 2.215, -0.390], [1.357, 4.020, -1.333], [-0.135, 2.232, -2.739]],
  "atomic_forces_ev_per_a": [[0.364, -0.447, 0.126], [0.586, 0.932, 0.395], [1.362, 0.162, 0.922], [0.022, 0.296, -0.539], [-0.077, 0.231, 0.247], [-0.241, 0.432, 0.586], [-1.083, -0.510, -0.466], [0.569, -0.060, 0.981], [-0.832, 0.261, -0.727], [-0.118, -0.122, -0.727], [-0.218, -1.149, 2.315], [1.011, 0.901, -2.404], [-1.327, -1.663, 2.386], [2.683, 1.363, 2.280], [0.045, -0.114, -0.753], [0.444, 0.321, -1.663], [-2.157, 0.387, 0.813], [0.028, -0.111, 0.160], [0.368, 1.327, -0.556], [0.865, -0.152, -1.940], [-0.004, 0.036, -0.466], [-0.186, -0.185, -0.531], [0.501, -0.310, -0.156], [-0.245, 0.916, 0.172], [0.044, -0.156, 0.198], [0.278, -0.927, -2.023], [-0.021, 0.152, -0.083], [0.319, 0.282, 1.114], [0.191, 0.128, 0.949], [-0.028, 0.003, -0.113], [0.435, -1.493, 0.656], [-0.279, -0.633, -0.256], [-0.311, -0.277, -0.172], [-0.135, 0.044, -0.088], [-0.295, -0.219, -0.204], [0.021, -0.531, 0.720], [0.211, 0.858, 0.282], [-0.474, -0.056, -0.514], [0.183, -0.226, -0.319], [-0.055, 0.246, 0.376], [-0.296, 0.005, 0.571], [0.137, 0.127, -0.030], [0.067, -0.178, 0.550], [-0.190, -0.131, -0.085], [0.270, 0.124, -0.203], [-0.163, 0.407, -0.716], [0.249, -0.056, -1.080], [-1.203, -0.829, -0.548], [-1.316, 0.593, 0.561]],
  "s2": 0.76,
  "total_charge": 1,
  "e_homo_ev": [-7.164, -10.655],
  "lumo_ev": [-2.42, -2.44],
  "e_above_lowest_kj_mol": 153.8,
  "multiplicity": 2
}

---

Record 4
{
  "formula": "C11H23ClI2NP2SSc",
  "method": "ωB97M-V with the def2-TZVPD basis set",
  "symbols": ["I", "I", "Sc", "Cl", "S", "P", "P", "N", "C", "C", "C", "C", "C", "C", "C", "C", "C", "C", "C", "H", "H", "H", "H", "H", "H", "H", "H", "H", "H", "H", "H", "H", "H", "H", "H", "H", "H", "H", "H", "H", "H", "H"],
  "positions_angstrom": [[0.839, 1.805, 1.945], [0.682, -1.748, 1.034], [-0.268, -0.069, -1.884], [-0.153, -0.148, -4.179], [-0.777, 0.328, 2.906], [-2.588, 0.066, -0.357], [2.556, 0.055, -0.399], [-0.425, -1.876, 4.156], [1.446, -2.777, 5.278], [0.210, -0.690, 3.907], [3.488, 1.387, -1.237], [-3.489, 1.398, -1.271], [-3.407, -1.404, -1.147], [3.453, 0.066, 1.237], [0.183, -2.943, 4.738], [2.114, -1.542, 5.126], [1.552, -0.563, 4.289], [-3.634, 0.087, 1.206], [3.415, -1.395, -1.119], [-3.065, 1.486, -2.286], [3.242, -0.843, 1.823], [3.148, 0.949, 1.842], [4.465, -1.094, -1.233], [3.331, -2.266, -0.457], [-2.912, -1.625, -2.111], [2.036, 0.382, 4.030], [-3.308, -2.273, -0.473], [-4.482, -1.192, -1.311], [-0.478, -3.799, 4.748], [-3.346, 2.343, -0.723], [-1.307, -2.012, 3.668], [-4.709, 0.191, 0.940], [-3.340, 0.948, 1.835], [3.087, -1.372, 5.624], [3.114, 1.445, -2.267], [-3.486, -0.854, 1.772], [2.964, -1.605, -2.097], [4.526, 0.147, 1.011], [4.539, 1.074, -1.213], [-4.568, 1.165, -1.320], [1.929, -3.635, 5.747], [3.340, 2.329, -0.701]],
  "atomic_forces_ev_per_a": [[-1.661, 0.561, 0.535], [-0.912, -1.459, -1.885], [1.582, -0.712, 1.726], [-0.162, 0.060, 1.353], [0.106, 1.635, 0.715], [-2.345, -0.119, -0.500], [0.591, -0.052, -0.918], [0.879, 0.505, -0.106], [-0.078, -0.218, -0.180], [0.517, -1.362, -0.106], [-0.096, -0.317, 0.114], [0.313, 0.102, 0.150], [0.403, -0.102, 0.093], [-0.311, 0.599, 0.369], [-0.294, 1.085, 0.060], [-0.214, -0.071, -0.523], [-0.797, 0.421, 0.963], [0.750, 0.122, 0.380], [-0.214, 0.103, -0.128], [-0.368, 0.166, 0.227], [0.177, 0.395, -0.389], [0.812, -0.880, -0.531], [-0.232, -0.328, -0.105], [-0.016, 0.241, -0.331], [-0.422, -0.152, 0.240], [0.089, -0.487, 0.369], [0.055, 0.282, -0.441], [0.639, -0.080, 0.012], [0.547, -0.343, 0.277], [-0.061, -0.189, -0.372], [0.047, -0.190, 0.335], [0.813, -0.106, -0.134], [-0.256, -0.452, -0.232], [-0.626, -0.180, -0.571], [0.305, 0.232, 0.181], [-0.051, 0.556, -0.308], [0.351, -0.194, 0.159], [-0.264, -0.107, -0.035], [-0.118, 0.507, -0.177], [0.563, 0.123, -0.073], [-0.166, 0.375, 0.073], [0.126, 0.031, -0.288]],
  "total_charge": 2,
  "e_homo_ev": [-13.735, -13.735],
  "lumo_ev": [-7.70, -7.70],
  "e_above_lowest_kj_mol": 165.9
}

---

The records above give, respectively, max |F| values of 2.431; 5.566; 3.775; 2.552 eV Å⁻¹.
The records above give, respectively, total energy values of -1684.55376; -1061.14311; -1071.24090; -3384.35942 a.u..